Molecular formula: C6H4NO2S
Method: DFT, ωB97M-V with the def2-TZVPD basis set

Geometry (Å):
H1 0.412 2.605 -4.371
O1 -1.012 -0.701 -2.068
S1 -1.361 -1.888 0.989
C1 -0.362 -0.653 0.219
H2 0.712 -0.270 3.386
H3 -0.850 -2.095 3.445
N1 0.522 1.522 -2.530
H4 1.201 0.719 0.808
C2 0.686 2.175 -3.470
C3 0.481 -0.070 1.178
C4 -0.546 -0.332 -1.082
C5 -0.639 -1.543 2.506
C6 0.269 -0.484 2.458
O2 0.487 1.014 -1.469

total charge: +1
multiplicity: 1
SMILES string: C#[N+]OC(=O)c1cccs1
LUMO: -0.17756 Eh
orbital gap: 9.02 eV



Molecular formula: C3H3ClN2S
Method: DFT, ωB97M-V with the def2-TZVPD basis set

Geometry (Å):
H1 -2.127 -0.479 0.877
N1 2.922 -2.181 -0.590
H2 -2.173 0.103 -0.950
C1 2.333 -1.211 -0.443
N2 0.281 -0.057 -0.034
C2 -2.180 0.357 0.192
C3 1.715 0.015 -0.174
H3 -2.935 0.948 0.528
S1 -0.610 1.169 0.374
Cl1 2.775 1.336 0.219

total charge: 0
multiplicity: 1
SMILES string: CS/N=C(\Cl)C#N
LUMO: -0.03378 Eh
orbital gap: 7.85 eV



Molecular formula: C2H6IN
Method: DFT, ωB97M-V with the def2-TZVPD basis set

Geometry (Å):
H1 -1.089 1.372 -0.545
I1 2.522 0.089 1.362
C1 -0.390 -1.214 -0.290
H2 0.738 1.867 -0.456
C2 -0.087 1.210 -0.125
N1 0.463 -0.118 -0.423
H3 -0.151 1.371 1.006
H4 -0.456 -1.684 -1.218
H5 -0.038 -1.914 0.592
H6 -1.511 -0.980 0.098

total charge: 0
multiplicity: 1
LUMO (alpha / beta): -0.08592 / -0.08581 Eh
orbital gap (alpha / beta): 6.70 / 6.70 eV



Molecular formula: C30H82BF4N6O9Pd
Method: DFT, ωB97M-V with the def2-TZVPD basis set

Geometry (Å):
H1 -19.302 6.802 -0.397
H2 -23.180 4.925 10.360
H3 -20.975 1.567 3.769
H4 -23.473 4.388 -1.205
H5 -24.717 0.801 7.143
H6 -21.855 4.771 -0.593
C1 -26.530 8.348 -0.516
N1 -24.724 3.331 7.630
C2 -22.797 5.199 -0.935
H7 -17.666 7.352 7.807
H8 -21.241 7.921 8.542
C3 -27.582 6.521 7.366
H9 -26.694 9.383 -0.217
C4 -21.799 2.478 1.813
H10 -23.893 9.980 4.963
C5 -23.205 9.979 2.947
H11 -24.477 9.116 1.528
H12 -23.631 5.060 7.911
H13 -22.513 5.750 -1.832
H14 -22.920 3.064 6.409
H15 -20.693 10.958 6.656
C6 -29.517 4.281 2.844
C7 -28.052 6.664 8.830
H16 -22.450 11.244 6.886
H17 -22.934 2.111 7.775
H18 -23.562 0.770 5.852
H19 -28.462 4.928 7.212
H20 -17.597 8.662 9.102
H21 -27.344 7.722 -0.149
H22 -22.113 1.446 1.972
H23 -27.122 3.748 3.264
H24 -26.547 8.161 -1.590
H25 -18.369 5.143 8.549
H26 -27.024 5.836 2.430
H27 -20.516 8.057 1.477
H28 -29.031 6.260 9.089
F1 -24.152 6.337 3.688
H29 -22.576 3.142 3.591
H30 -23.259 4.964 1.530
N2 -18.043 8.163 0.642
H31 -18.438 4.984 0.996
H32 -24.198 7.583 -1.642
H33 -25.092 0.197 4.030
C8 -21.468 6.954 8.092
O1 -27.524 5.132 7.213
C9 -30.839 2.269 2.559
H34 -24.215 8.189 2.866
O2 -21.897 10.576 4.963
C10 -20.573 6.838 3.963
H35 -19.630 6.538 6.898
H36 -27.272 6.197 9.432
C11 -23.627 2.537 7.050
C12 -18.874 6.972 0.591
F2 -23.131 5.621 5.618
H37 -30.251 5.003 2.485
O3 -30.064 3.096 3.456
H38 -28.304 6.917 2.827
H39 -20.463 7.767 4.524
H40 -17.223 5.623 -0.052
H41 -22.326 9.668 2.382
H42 -18.997 8.376 8.232
H43 -25.106 4.927 8.879
C13 -24.226 4.388 8.528
H44 -20.787 6.334 1.365
C14 -25.295 3.496 11.250
H45 -25.194 2.687 8.250
Pd1 -26.116 3.921 5.901
H46 -21.471 4.900 6.580
C15 -17.845 5.878 0.806
H47 -17.138 5.946 1.633
H48 -25.826 2.756 11.849
H49 -31.394 1.588 3.205
H50 -19.702 5.165 9.559
H51 -28.355 6.766 6.638
H52 -21.380 4.238 2.835
N3 -27.543 3.880 4.173
O4 -24.129 3.013 10.579
O5 -20.625 2.459 3.825
H53 -25.250 6.225 -1.157
C16 -20.029 7.087 1.580
H54 -22.262 6.535 8.709
C17 -28.506 4.925 3.825
H55 -22.020 7.269 7.207
O6 -18.703 6.867 9.550
H56 -26.462 0.153 5.192
C18 -21.698 10.649 6.368
C19 -20.237 6.068 7.672
H57 -27.125 6.449 4.081
H58 -22.520 3.525 9.484
H59 -24.585 11.725 2.921
H60 -19.949 4.285 6.834
N4 -24.040 5.276 0.972
C20 -24.317 1.398 6.324
H61 -26.057 3.855 10.558
H62 -21.803 9.711 6.912
F3 -24.415 4.266 4.540
H63 -28.121 7.736 9.012
C21 -22.955 9.722 4.471
C22 -21.602 3.206 3.105
H64 -20.404 5.997 4.636
N5 -24.335 9.133 2.528
N6 -20.720 4.789 7.246
H65 -26.480 1.214 3.858
H66 -20.843 2.530 1.291
C23 -23.609 11.436 2.532
F4 -25.359 5.945 5.637
H67 -24.544 5.828 1.652
H68 -28.252 3.163 4.109
C24 -23.435 4.021 9.807
H69 -29.080 5.299 4.672
H70 -22.798 8.662 4.666
H71 -28.933 4.038 1.956
H72 -26.654 7.081 7.249
H73 -17.889 8.286 1.632
H74 -22.577 2.909 1.183
O7 -25.280 7.925 0.017
H75 -18.691 8.911 0.438
C25 -27.714 6.096 3.233
C26 -24.541 6.975 -0.806
H76 -30.247 1.677 1.862
H77 -22.737 6.836 0.463
C27 -25.804 0.792 4.602
O8 -25.220 1.880 5.362
H78 -25.020 4.202 12.033
O9 -19.595 6.922 2.900
C28 -23.470 6.186 -0.016
H79 -23.829 11.534 1.468
B1 -24.257 5.564 4.851
H80 -31.522 2.860 1.950
H81 -22.923 12.201 2.897
H82 -21.603 6.876 3.609
C29 -18.150 7.836 8.655
C30 -19.211 5.784 8.808

total charge: +1
multiplicity: 3
LUMO (alpha / beta): -0.09969 / -0.19483 Eh
expectation value of S²: 2.00
orbital gap (alpha / beta): 7.60 / 5.01 eV



Molecular formula: C4H8N2O
Method: DFT, ωB97M-V with the def2-TZVPD basis set

Geometry (Å):
H1 -2.726 -2.487 0.851
C1 1.678 2.209 -0.081
H2 1.413 2.708 0.940
H3 -1.221 -3.467 0.245
H4 1.588 -0.561 -0.821
C2 0.701 -0.061 -0.521
H5 2.706 1.678 -0.224
N1 0.629 1.275 -0.589
C3 -1.581 -2.650 0.809
O1 -0.490 1.895 -0.736
H6 1.683 2.998 -0.793
H7 -1.750 1.480 -0.843
N2 -0.959 -1.579 0.178
H8 -1.188 -2.810 1.852
C4 -0.482 -0.627 -0.266

total charge: +2
multiplicity: 1
LUMO: -0.42162 Eh
orbital gap: 8.79 eV